{
  "formula": "C38H72O30",
  "method": "ωB97M-V/def2-TZVPD",
  "species": ["C", "C", "O", "C", "O", "O", "C", "H", "H", "H", "H", "H", "H", "H", "H", "C", "C", "O", "C", "O", "O", "C", "H", "H", "H", "H", "H", "H", "H", "H", "C", "C", "O", "C", "O", "O", "C", "H", "H", "H", "H", "H", "H", "H", "H", "C", "C", "O", "C", "O", "O", "C", "H", "H", "H", "H", "H", "H", "H", "H", "C", "C", "O", "C", "O", "O", "C", "H", "H", "H", "H", "H", "H", "H", "H", "C", "C", "O", "C", "O", "O", "C", "H", "H", "H", "H", "H", "H", "H", "H", "C", "C", "O", "C", "O", "O", "C", "H", "H", "H", "H", "H", "H", "H", "H", "C", "C", "O", "C", "O", "O", "C", "H", "H", "H", "H", "H", "H", "H", "H", "O", "C", "O", "C", "C", "O", "H", "H", "H", "H", "O", "C", "O", "C", "C", "O", "H", "H", "H", "H"],
  "coordinates": [[-4.221848, -5.209577, -2.103609], [-2.791833, -5.487337, -1.711138], [-2.081406, -4.282688, -1.412267], [-1.590696, -3.569396, -2.405418], [-1.620848, -3.829113, -3.574301], [-1.059380, -2.491492, -1.858516], [-0.198419, -1.654970, -2.601764], [-4.241520, -4.827031, -3.123561], [-4.736542, -4.572025, -1.388191], [-4.770314, -6.153674, -2.160899], [-2.263139, -6.048950, -2.485302], [-2.680861, -6.134296, -0.840240], [-0.642591, -1.049591, -3.390143], [0.708682, -2.207418, -2.848643], [0.174517, -0.921486, -1.883081], [1.192793, -6.036368, -1.565094], [1.430973, -4.838837, -0.641385], [1.864541, -5.189318, 0.668888], [1.036164, -5.234711, 1.686302], [1.378841, -5.526032, 2.799347], [-0.218911, -4.945223, 1.356795], [-1.212547, -4.953103, 2.354806], [1.897780, -6.843711, -1.361348], [1.247310, -5.768798, -2.617888], [0.205394, -6.450071, -1.347796], [0.508400, -4.268178, -0.557858], [2.148502, -4.151637, -1.086328], [-1.334611, -5.971856, 2.730334], [-2.182300, -4.659888, 1.957291], [-0.932660, -4.271474, 3.158294], [-3.995264, -1.561784, 1.927679], [-5.479844, -1.451495, 1.695903], [-5.729072, -1.065308, 0.345806], [-6.729156, -0.239741, 0.044534], [-6.702414, 0.529955, -0.871138], [-7.786224, -0.451998, 0.818849], [-9.005785, 0.243364, 0.556196], [-3.486202, -0.605044, 1.790858], [-3.592459, -2.205674, 1.139590], [-3.783764, -1.972995, 2.912040], [-5.923531, -0.773573, 2.431051], [-6.001855, -2.397082, 1.868203], [-8.855682, 1.267027, 0.230405], [-9.597113, 0.145941, 1.462434], [-9.540481, -0.337943, -0.196863], [4.114208, -2.053796, -2.542786], [4.563284, -1.043512, -3.553527], [5.933337, -1.307529, -3.903071], [6.639826, -0.289552, -4.376078], [6.170714, 0.772879, -4.701508], [7.890160, -0.684737, -4.590337], [8.706635, 0.184528, -5.373421], [4.876084, -2.326745, -1.814785], [3.711993, -2.944726, -3.026955], [3.302144, -1.570657, -1.993096], [4.470057, -0.040849, -3.136807], [3.906591, -1.055717, -4.424691], [9.108286, 0.947070, -4.700209], [8.164201, 0.529371, -6.247492], [9.597235, -0.403225, -5.598557], [-6.556856, 3.722165, 0.462140], [-5.189449, 3.172952, 0.750364], [-5.113358, 2.594099, 2.066551], [-3.929896, 2.211928, 2.478276], [-2.885034, 2.346269, 1.885448], [-4.083169, 1.660771, 3.687263], [-2.925379, 1.132245, 4.323942], [-6.687965, 4.215121, -0.495894], [-6.933263, 4.357651, 1.264779], [-7.207330, 2.842298, 0.464177], [-4.406565, 3.933649, 0.698293], [-4.914970, 2.380908, 0.051901], [-3.281395, 0.509418, 5.137706], [-2.232464, 1.908832, 4.641198], [-2.364345, 0.474348, 3.657736], [-3.055037, 0.090929, -1.475008], [-3.839177, -0.941849, -2.296387], [-4.881104, -0.356305, -3.063803], [-5.723254, -1.107751, -3.714336], [-5.773725, -2.308436, -3.707390], [-6.592690, -0.316489, -4.348309], [-7.441093, -0.879491, -5.330788], [-2.290381, -0.372031, -0.857623], [-3.789295, 0.485938, -0.765048], [-2.708371, 0.878525, -2.142080], [-4.257226, -1.661788, -1.597571], [-3.116239, -1.369685, -2.993818], [-8.221796, -1.458551, -4.839183], [-6.975699, -1.502499, -6.095158], [-7.871616, -0.033760, -5.861852], [3.636390, 0.981793, 4.213463], [4.529763, 1.484454, 5.337548], [4.311594, 2.905898, 5.356250], [5.338875, 3.660839, 5.769808], [6.241608, 3.249290, 6.463149], [5.192507, 4.894463, 5.359219], [6.119148, 5.851023, 5.816302], [3.839656, -0.067271, 3.980336], [3.975405, 1.394139, 3.258811], [2.594716, 1.236622, 4.381480], [5.577687, 1.248153, 5.158997], [4.251381, 1.093233, 6.317168], [5.971686, 6.774615, 5.259471], [7.163316, 5.565613, 5.694842], [6.020056, 6.135805, 6.865132], [5.536564, 6.078060, 1.457279], [6.285304, 4.838186, 0.962533], [5.503217, 3.678968, 1.149389], [5.898172, 2.531450, 0.647461], [6.868193, 2.382399, -0.056770], [5.017208, 1.572705, 0.933087], [4.925674, 0.446315, 0.104542], [6.101335, 6.964672, 1.166922], [5.452973, 6.113775, 2.542860], [4.546853, 6.155764, 1.008729], [7.238550, 4.777284, 1.490092], [6.505074, 4.927112, -0.102899], [5.266561, -0.518001, 0.478723], [5.221336, 0.587387, -0.936261], [3.848768, 0.306445, -0.030267], [1.864791, -1.687665, 0.228465], [1.239288, -0.827114, 0.753894], [1.744763, 0.336077, 1.297204], [0.654271, 1.051097, 1.906305], [-0.541481, 0.440125, 1.223093], [-0.083613, -0.855474, 0.917507], [0.634178, 1.061812, 2.996238], [0.738884, 2.106955, 1.638971], [-0.939211, 0.947755, 0.348516], [-1.339692, 0.389323, 1.960709], [2.175061, 0.833338, -1.994379], [1.793997, 1.933799, -1.723460], [0.625719, 2.233155, -1.127653], [0.284696, 3.587490, -1.422354], [1.715387, 4.167338, -1.459555], [2.413356, 3.065303, -2.069778], [-0.331948, 3.746325, -2.306157], [-0.289755, 3.875364, -0.539136], [2.214307, 4.375621, -0.513498], [1.736187, 5.070574, -2.067372]],
  "forces_ev_per_angstrom": [[0.02, -0.67, -0.38], [0.27, -0.64, -0.29], [-0.29, -0.43, 0.86], [0.05, 0.14, -0.46], [0.07, -0.24, -0.48], [-0.14, 0.58, 0.66], [1.14, 0.69, 0.80], [-0.15, 0.50, 0.22], [0.06, 0.21, -0.13], [0.05, -0.05, 0.18], [-0.06, 0.32, -0.28], [-0.22, 0.41, 0.34], [-0.25, -0.69, -0.38], [-0.24, -0.04, -0.73], [-0.21, -0.07, 0.12], [-0.15, -0.32, 0.95], [-0.79, 0.56, -1.11], [0.81, -0.23, -0.42], [-0.38, -0.21, 0.88], [0.20, -0.01, 0.17], [-0.73, 0.41, -1.30], [-0.01, -0.45, 0.86], [0.21, 0.14, -0.11], [-0.02, 0.15, 0.02], [-0.05, -0.03, -0.18], [0.05, 0.04, -0.04], [0.41, -0.15, 0.40], [0.15, 0.12, 0.27], [0.32, 0.22, -0.53], [-0.04, -0.16, 0.11], [0.11, -0.15, -1.00], [-0.68, -0.38, 1.13], [0.67, 0.62, -0.15], [-0.67, -0.11, -0.30], [0.22, 0.22, -0.17], [0.04, -0.17, 0.92], [-0.28, -0.77, -0.28], [-0.16, 0.09, 0.20], [0.20, -0.18, 0.28], [0.03, -0.02, 0.00], [-0.05, 0.34, -0.41], [0.26, -0.13, -0.07], [0.07, 0.01, 0.08], [0.17, 0.36, 0.14], [0.03, 0.31, -0.26], [-0.71, -0.04, 0.20], [0.05, 0.60, 0.28], [0.21, -0.32, 0.32], [-0.77, 0.11, -1.19], [0.30, 0.27, 0.26], [-0.06, -0.55, 0.23], [0.76, -0.24, 1.02], [0.14, 0.03, -0.14], [0.18, -0.14, 0.14], [-0.09, -0.27, 0.09], [0.27, 0.04, -0.06], [0.31, -0.08, -0.25], [-0.51, 0.53, -0.44], [0.19, 0.28, 0.05], [-0.31, -0.18, -0.48], [-0.87, -1.07, 0.95], [1.33, 0.45, -0.67], [-1.21, 0.15, 0.03], [0.51, 0.03, 0.21], [0.01, -0.15, 0.13], [-0.10, -0.07, 0.03], [0.45, -0.43, -0.41], [0.45, 0.00, -0.06], [0.25, 0.21, -0.06], [-0.24, 0.20, -0.19], [-0.08, 0.03, -0.06], [-0.13, 0.11, -0.16], [-0.04, 0.30, 0.22], [-0.22, 0.15, 0.21], [-0.17, 0.05, -0.12], [-1.94, 0.17, -0.12], [1.27, -0.49, 0.30], [0.62, 1.69, 0.37], [-0.83, -0.74, 0.02], [0.18, -0.46, -0.14], [0.65, 0.64, -0.37], [-0.68, -0.18, -0.10], [0.26, -0.21, -0.47], [0.20, 0.45, -0.06], [0.34, 0.09, 0.26], [0.02, -0.37, -0.31], [-0.35, -0.56, 0.00], [-0.08, -0.04, -0.11], [0.53, -0.08, 0.40], [-0.13, 0.06, 0.20], [1.13, -0.24, -0.61], [-0.57, -0.21, -0.20], [0.48, 0.90, -0.36], [0.34, -1.68, 1.19], [-0.06, 0.29, -0.37], [-0.69, 0.85, -0.57], [1.00, 1.06, 0.40], [-0.57, -0.25, 0.70], [-0.21, 0.63, 0.18], [-0.08, -0.30, 0.01], [0.00, 0.17, 0.00], [0.02, -0.08, -0.05], [-0.28, -0.23, -0.27], [-0.12, -0.43, -0.21], [-0.42, -0.48, 0.11], [0.15, -0.31, -0.11], [0.49, 0.97, -0.39], [-1.25, 0.09, 1.37], [1.00, -0.76, -1.69], [-0.06, 0.09, 0.33], [0.06, 0.87, 1.00], [-1.84, -1.07, -1.60], [0.06, -0.05, -0.11], [-0.14, -0.24, 0.01], [-0.04, -0.06, 0.04], [0.00, -0.34, 0.00], [0.06, 0.02, 0.02], [0.67, 0.46, 0.48], [0.82, 0.37, 0.32], [0.03, -0.12, 0.31], [0.38, 0.11, 0.11], [0.41, 0.51, 0.35], [-0.21, -0.61, 0.20], [0.29, 1.44, -1.12], [-0.98, 0.24, 1.49], [-0.56, -0.60, -0.50], [0.26, -0.84, 0.00], [0.21, -0.08, -0.14], [0.40, 0.07, -0.11], [-0.18, -0.29, -0.34], [-0.11, 0.35, 0.51], [-0.02, -0.46, -0.95], [-0.79, -1.00, -0.46], [0.84, 0.44, 2.28], [-0.77, 0.24, -0.74], [0.54, 0.67, -0.09], [0.36, -0.40, -0.28], [0.01, 0.47, -0.23], [-0.47, -0.09, 0.26], [0.43, -0.25, -0.28]],
  "mulliken_charge": [-1.21, -0.45, -0.01, 0.12, -0.60, 0.50, -0.79, 0.36, 0.09, 0.47, 0.41, 0.38, 0.36, 0.41, -0.06, -1.32, 0.91, -0.39, 0.65, -0.62, -0.15, -0.71, 0.39, 0.38, 0.19, 0.01, -0.05, 0.35, 0.12, 0.33, 0.08, -0.56, -0.07, 0.61, -0.49, -0.37, -0.73, -0.43, -0.10, 0.56, 0.38, 0.30, 0.27, 0.24, 0.30, -0.53, -0.21, -0.28, 0.80, -0.57, -0.35, -0.65, 0.33, 0.46, -0.15, 0.09, 0.30, 0.29, 0.31, 0.23, -0.99, 0.29, -0.32, 0.87, -0.56, -0.34, -0.26, 0.36, 0.37, -0.09, 0.44, -0.16, 0.29, 0.31, -0.04, 0.42, -0.12, -0.43, 0.69, -0.56, -0.34, -0.71, -0.54, -0.70, 0.59, 0.04, 0.73, 0.29, 0.32, 0.25, -0.64, -0.52, -0.27, 0.72, -0.57, -0.30, -0.78, 0.41, 0.10, 0.15, 0.39, 0.32, 0.25, 0.34, 0.36, -0.96, -0.29, -0.20, 0.59, -0.59, -0.10, -0.54, 0.39, 0.12, 0.23, 0.29, 0.34, 0.35, 0.45, -0.15, -0.44, -0.06, 0.28, -0.64, 1.31, -0.20, 0.25, 0.36, -0.01, -0.91, -0.31, 0.25, 0.06, -0.32, -0.51, -0.38, 0.25, 0.32, 0.23, 0.36],
  "de_lowest_kcal_mol": 0.0,
  "gap_ev": 10.44,
  "e_lumo_ev": 0.175,
  "largest_force_ev_per_a": 2.66,
  "multiplicity": 1,
  "homo_ha": -0.377,
  "total_energy_ev": -101998.8972
}